Molecular formula: C20H46FN2O10P2S
Method: DFT, wB97M-V/def2-TZVPD

Values from the calculation:
- Net charge: +1
- Total energy: -77068.6596 eV
- Kohn-Sham gap: 7.255 eV

Positions of all 82 atoms, in Å:
1 S 3.89 -7.32 -0.14
2 P 0.64 6.20 -1.29
3 P -1.81 -0.37 1.33
4 F 5.00 -6.47 0.52
5 O -0.35 7.46 -1.19
6 O -2.17 1.14 1.41
7 O 4.25 -7.47 -1.51
8 O 3.59 -8.46 0.64
9 O -0.78 -0.30 0.06
10 O 0.00 5.01 -0.73
11 O 2.06 6.86 -1.20
12 O -1.19 -1.32 2.27
13 O -3.06 -1.03 0.59
14 O 0.58 5.96 -2.90
15 N 1.02 -6.81 1.68
16 N 1.08 -5.29 -1.62
17 C 2.34 8.55 -2.96
18 C 2.88 7.30 -2.31
19 C 0.43 -1.03 0.06
20 C -1.37 4.67 -3.59
21 C -2.65 2.09 -0.81
22 C -4.20 -1.45 1.36
23 C -0.37 -5.26 3.09
24 C -0.76 7.93 0.10
25 C -0.32 -6.57 2.27
26 C 0.69 -4.19 2.71
27 C 0.12 4.70 -3.39
28 C 0.23 -5.80 -0.52
29 C -1.84 2.19 0.47
30 C 1.09 -6.82 0.23
31 C 2.32 -5.49 -1.39
32 C 2.51 -6.19 -0.10
33 C -4.99 -0.28 1.91
34 C 1.98 -4.29 3.51
35 C 0.36 8.61 0.86
36 C 0.22 -2.38 -0.60
37 H 0.82 -1.15 1.07
38 H -5.91 -0.64 2.39
39 H 0.65 4.54 -4.34
40 H -0.06 -2.24 -1.65
41 H 1.18 -7.82 -0.21
42 H 2.72 -5.47 0.71
43 H -2.42 2.94 -1.45
44 H -1.69 3.67 -3.90
45 H -5.26 0.41 1.11
46 H 3.15 -5.22 -2.04
47 H -1.35 -4.79 3.06
48 H 2.54 -5.21 3.34
49 H 0.73 -4.82 -2.44
50 H -0.13 -5.53 4.12
51 H 3.85 7.51 -1.87
52 H -1.17 7.10 0.68
53 H -0.60 -6.32 -0.99
54 H -0.02 9.06 1.78
55 H -1.12 -6.62 1.53
56 H -1.57 8.64 -0.08
57 H -1.87 4.93 -2.66
58 H 2.63 -3.45 3.25
59 H -0.59 -2.92 -0.11
60 H 3.03 6.49 -3.02
61 H -2.42 1.17 -1.36
62 H -2.10 3.11 0.97
63 H 0.88 -4.16 1.63
64 H 1.14 -2.97 -0.55
65 H 0.82 9.39 0.25
66 H -4.82 -2.04 0.69
67 H -0.50 -7.38 2.97
68 H 1.15 7.91 1.13
69 H -1.69 5.39 -4.34
70 H 0.42 3.89 -2.72
71 H -0.77 2.23 0.29
72 H 1.15 -0.44 -0.50
73 H -3.87 -2.11 2.17
74 H 1.78 -4.18 4.58
75 H 1.36 8.38 -3.42
76 H 2.22 9.35 -2.23
77 H -3.72 2.08 -0.59
78 H 1.34 -7.71 2.01
79 H -0.20 -4.99 0.06
80 H 0.24 -3.23 2.95
81 H 3.03 8.88 -3.74
82 H -4.42 0.28 2.65

Atom-resolved charges from Löwdin, all expressed in e:
1. S 0.656
2. P 0.434
3. P 0.430
4. F -0.101
5. O -0.183
6. O -0.170
7. O -0.228
8. O -0.199
9. O -0.200
10. O -0.227
11. O -0.179
12. O -0.222
13. O -0.188
14. O -0.206
15. N -0.012
16. N 0.152
17. C -0.067
18. C -0.238
19. C -0.268
20. C -0.078
21. C -0.051
22. C -0.264
23. C -0.156
24. C -0.264
25. C -0.176
26. C -0.264
27. C -0.280
28. C -0.056
29. C -0.220
30. C -0.244
31. C 0.038
32. C -0.240
33. C -0.073
34. C -0.104
35. C -0.077
36. C -0.086
37. H 0.109
38. H 0.083
39. H 0.119
40. H 0.086
41. H 0.161
42. H 0.151
43. H 0.062
44. H 0.078
45. H 0.080
46. H 0.171
47. H 0.109
48. H 0.060
49. H 0.192
50. H 0.108
51. H 0.121
52. H 0.112
53. H 0.148
54. H 0.081
55. H 0.111
56. H 0.119
57. H 0.066
58. H 0.072
59. H 0.071
60. H 0.115
61. H 0.074
62. H 0.124
63. H 0.063
64. H 0.056
65. H 0.078
66. H 0.117
67. H 0.118
68. H 0.072
69. H 0.080
70. H 0.102
71. H 0.113
72. H 0.126
73. H 0.111
74. H 0.081
75. H 0.075
76. H 0.080
77. H 0.082
78. H 0.124
79. H 0.106
80. H 0.087
81. H 0.085
82. H 0.075

***

Molecular formula: C20H46IN7O8S
Method: DFT, wB97M-V/def2-TZVPD

Values from the calculation:
- SMILES: CCCCCCCCCCOC(=O)N(CCCI)CCCS(=O)(=O)O.NC(N)=O.NC(N)=O.NC(N)=O
- Total energy: -67225.3530 eV
- Kohn-Sham gap: 9.138 eV

Positions of all 83 atoms, in Å:
1 I 1.79 4.45 -1.53
2 S -2.25 1.52 -5.35
3 O 4.90 0.86 3.98
4 O -3.81 1.40 -5.20
5 O -1.94 1.23 -6.86
6 O 4.08 0.39 -1.56
7 O 2.74 -0.78 -3.17
8 O 1.37 2.82 3.46
9 O -2.51 1.28 3.76
10 O -1.88 3.19 -5.04
11 N 1.60 0.92 -1.52
12 N -3.47 2.30 5.53
13 N 6.24 0.55 2.19
14 N 2.31 0.92 4.23
15 N 6.86 -0.24 4.22
16 N 0.17 1.42 4.76
17 N -2.89 3.50 3.70
18 C 2.20 -2.93 -1.75
19 C -3.32 -2.07 -1.12
20 C -1.74 -3.74 -2.63
21 C -2.93 2.30 4.30
22 C -3.74 -2.11 0.47
23 C 3.23 -2.11 -2.75
24 C -2.85 -0.98 1.31
25 C -3.23 0.49 0.66
26 C -0.06 1.00 -3.44
27 C 1.64 1.18 -0.03
28 C -0.40 -3.86 -1.65
29 C -1.39 0.34 -4.16
30 C 0.30 0.29 -1.97
31 C 0.55 2.27 0.53
32 C 5.93 0.42 3.49
33 C 0.10 3.42 -0.55
34 C 1.01 -3.74 -2.54
35 C 2.82 0.20 -2.03
36 C -3.14 -3.59 -1.77
37 C 1.29 1.78 4.11
38 H 1.52 0.14 0.54
39 H -0.47 -3.03 -0.81
40 H -1.84 -4.71 -3.27
41 H -3.82 3.12 5.98
42 H 2.71 1.58 0.31
43 H -2.49 3.54 2.77
44 H -0.42 1.69 0.91
45 H 3.32 -2.77 -3.74
46 H -0.72 3.04 -1.33
47 H 2.26 0.07 4.76
48 H -0.99 -0.55 -4.83
49 H 0.83 0.94 -4.20
50 H -2.05 3.40 -4.05
51 H 1.66 -2.21 -0.98
52 H -2.58 0.65 -0.30
53 H 0.73 -3.08 -3.49
54 H -0.63 2.04 4.69
55 H -0.27 2.15 -3.27
56 H -3.04 1.39 1.40
57 H 0.98 2.80 1.50
58 H 4.28 -2.12 -2.25
59 H -4.36 0.46 0.28
60 H 3.17 1.16 3.75
61 H 0.08 0.58 5.30
62 H -4.89 -1.87 0.63
63 H 1.36 -4.84 -2.85
64 H -4.02 -3.71 -2.54
65 H -2.27 -1.54 -1.24
66 H 2.81 -3.70 -1.08
67 H 7.71 -0.61 3.83
68 H 7.08 0.20 1.77
69 H -4.11 -1.41 -1.73
70 H 5.57 1.04 1.61
71 H -3.23 4.35 4.12
72 H 0.35 -0.87 -2.13
73 H -0.63 0.50 -1.29
74 H -3.27 -4.39 -0.92
75 H -0.45 4.26 0.08
76 H -1.64 -2.76 -3.28
77 H -0.38 -4.89 -1.08
78 H -3.52 -3.17 0.91
79 H 6.67 -0.36 5.20
80 H -3.16 -0.93 2.45
81 H -3.52 1.41 6.01
82 H -2.19 -0.05 -3.40
83 H -1.69 -1.23 1.17

Atom-resolved charges from Löwdin, all expressed in e:
1. I 0.678
2. S 0.814
3. O 0.011
4. O -0.403
5. O -0.373
6. O -0.046
7. O -0.109
8. O -0.008
9. O -0.001
10. O -0.236
11. N -0.081
12. N 0.161
13. N 0.169
14. N 0.156
15. N 0.156
16. N 0.164
17. N 0.172
18. C -0.184
19. C -0.216
20. C -0.209
21. C -0.725
22. C -0.217
23. C -0.187
24. C -0.235
25. C -0.145
26. C -0.167
27. C -0.196
28. C -0.203
29. C -0.219
30. C -0.149
31. C -0.255
32. C -0.680
33. C -0.636
34. C -0.208
35. C -0.230
36. C -0.210
37. C -0.696
38. H 0.141
39. H 0.098
40. H 0.116
41. H 0.101
42. H 0.133
43. H 0.110
44. H 0.111
45. H 0.148
46. H 0.046
47. H 0.099
48. H 0.131
49. H 0.134
50. H 0.107
51. H 0.102
52. H 0.040
53. H 0.112
54. H 0.072
55. H 0.081
56. H 0.052
57. H 0.098
58. H 0.129
59. H 0.093
60. H 0.051
61. H 0.102
62. H 0.112
63. H 0.123
64. H 0.108
65. H 0.075
66. H 0.127
67. H 0.101
68. H 0.103
69. H 0.123
70. H 0.115
71. H 0.104
72. H 0.111
73. H 0.110
74. H 0.108
75. H 0.061
76. H 0.097
77. H 0.112
78. H 0.098
79. H 0.114
80. H 0.100
81. H 0.115
82. H 0.108
83. H 0.109

***

Molecular formula: C20H46O2P4Pr
Method: DFT, wB97M-V/def2-TZVPD

Values from the calculation:
- Net charge: +3
- ΔE to the lowest compared entry with this formula, charge and spin: 0.0000 eV
- 2S+1: 3
- Total energy: -76782.6321 eV
- Kohn-Sham gap (alpha / beta): 4.201 / 4.351 eV

Positions of all 73 atoms, in Å:
1 Pr 0.08 -0.03 1.29
2 P 0.58 -2.09 -0.48
3 P -0.95 -1.00 4.43
4 P -2.35 0.70 -0.11
5 P 2.97 0.12 1.86
6 O -0.63 -1.37 2.96
7 O -0.67 -0.93 -5.36
8 C 0.39 3.11 1.59
9 C -2.66 -1.33 4.78
10 C 3.68 1.60 2.66
11 C -1.39 1.28 -5.35
12 C -2.29 0.63 -1.94
13 C -0.14 0.52 -7.31
14 C 0.09 -1.94 5.54
15 C -3.72 -0.44 0.31
16 C 1.22 -1.75 -2.14
17 C 0.82 2.80 0.33
18 C -0.97 -3.03 -0.69
19 C -3.09 2.34 0.20
20 C 4.07 -0.02 0.39
21 C -0.45 2.90 -6.89
22 C 1.72 -3.29 0.28
23 C -1.18 2.61 -5.71
24 C -0.75 0.26 -6.07
25 C 0.03 1.86 -7.70
26 C -0.61 0.76 4.65
27 C 3.65 -1.20 2.92
28 H 4.73 -1.29 2.81
29 H -2.34 3.12 -0.01
30 H -1.69 -2.45 -1.29
31 H 1.87 2.61 0.12
32 H -3.97 2.48 -0.44
33 H -0.84 1.04 5.69
34 H -0.08 -3.00 5.35
35 H 1.39 -3.52 1.31
36 H -3.35 2.42 1.26
37 H 0.51 -1.09 -2.69
38 H -3.95 -0.35 1.38
39 H 2.73 -2.88 0.34
40 H -4.61 -0.19 -0.29
41 H 2.17 -1.20 -2.05
42 H 3.39 2.50 2.10
43 H -1.21 1.39 3.98
44 H -0.67 3.35 1.79
45 H 3.40 -1.00 3.97
46 H 4.78 1.53 2.71
47 H 0.12 2.77 -0.52
48 H -3.42 -1.48 0.12
49 H 0.22 -0.30 -7.93
50 H 0.45 1.01 4.46
51 H -0.15 -1.71 6.59
52 H -0.68 -3.96 -1.19
53 H 3.78 0.74 -0.35
54 H -2.05 -0.39 -2.29
55 H -1.48 1.29 -2.30
56 H 3.27 1.70 3.67
57 H -1.95 1.01 -4.46
58 H 5.12 0.13 0.69
59 H -1.56 3.40 -5.08
60 H -2.86 -2.39 4.57
61 H 1.68 -4.18 -0.36
62 H -2.91 -1.11 5.83
63 H 1.34 -2.72 -2.64
64 H -0.28 3.94 -7.18
65 H -3.25 0.96 -2.36
66 H 0.55 2.10 -8.62
67 H 1.15 -1.73 5.35
68 H -0.29 -1.65 -5.90
69 H -3.31 -0.73 4.12
70 H 1.11 3.19 2.43
71 H 3.95 -1.00 -0.09
72 H -1.43 -3.23 0.29
73 H 3.19 -2.16 2.67

Atom-resolved charges from Löwdin, all expressed in e:
1. Pr 0.759
2. P 0.679
3. P 0.633
4. P 0.716
5. P 0.726
6. O -0.547
7. O -0.001
8. C -0.046
9. C -0.130
10. C -0.241
11. C -0.053
12. C -0.250
13. C -0.014
14. C -0.127
15. C -0.229
16. C -0.209
17. C -0.072
18. C -0.218
19. C -0.234
20. C -0.236
21. C -0.078
22. C -0.220
23. C -0.078
24. C -0.311
25. C -0.063
26. C -0.144
27. C -0.238
28. H 0.080
29. H 0.045
30. H 0.043
31. H 0.065
32. H 0.079
33. H 0.099
34. H 0.087
35. H 0.064
36. H 0.059
37. H 0.049
38. H 0.048
39. H 0.041
40. H 0.080
41. H 0.057
42. H 0.041
43. H 0.066
44. H 0.078
45. H 0.049
46. H 0.080
47. H 0.073
48. H 0.041
49. H 0.120
50. H 0.063
51. H 0.092
52. H 0.079
53. H 0.052
54. H 0.045
55. H 0.047
56. H 0.054
57. H 0.068
58. H 0.078
59. H 0.095
60. H 0.088
61. H 0.080
62. H 0.092
63. H 0.082
64. H 0.108
65. H 0.082
66. H 0.116
67. H 0.064
68. H 0.117
69. H 0.068
70. H 0.077
71. H 0.038
72. H 0.065
73. H 0.033

***

- Among the records above, which one has the lowest total energy?
  C20H46FN2O10P2S

***

- Which value of total energy does entry 3 give?
  -76782.6321 eV

***

- Which formula does entry 3 have?
  C20H46O2P4Pr